1.
19
Properties=species:S:1:pos:R:3:forces:R:3 method="wB97M-V/def2-TZVPD" homo_energy_ev=-8.44 smiles=CSCCCCO total_charge=0 fmax_ev_per_a=2.0 relative_energy_kj_mol=89.3 molar_mass_g_mol=120.217
C -1.1109 0.8526 -1.0452 0.176 -0.748 -0.869
O -1.0405 2.1587 -0.5366 0.594 0.707 0.148
C -1.7379 -0.1994 -0.1455 0.256 0.184 0.927
C -0.9735 -0.3233 1.1914 -0.249 -1.144 1.024
C 0.5363 -0.3330 1.0811 0.568 0.212 0.394
S 1.3524 -1.7127 0.1792 -0.775 0.567 -0.161
C 2.5986 -0.7834 -0.6824 1.425 0.648 -1.292
H -1.5171 0.8398 -2.0652 -0.696 0.164 0.258
H -0.0806 0.5486 -1.2776 0.017 0.116 0.472
H -1.7277 2.4522 0.0673 -0.301 -0.644 -0.175
H -1.6793 -1.1894 -0.6058 0.011 0.227 -0.310
H -2.8011 -0.0092 0.0578 0.187 0.098 -0.131
H -1.1941 0.3777 2.0055 -0.210 0.732 -0.692
H -1.2933 -1.2293 1.7392 0.036 -0.148 -0.639
H 0.8393 0.6400 0.6815 0.229 -0.351 -0.197
H 0.9963 -0.4129 2.0678 -0.343 0.259 0.144
H 2.4693 -0.5818 -1.7611 -0.573 -0.594 0.271
H 3.5432 -1.3250 -0.6140 -0.028 -0.054 0.067
H 2.8207 0.2297 -0.3375 -0.324 -0.231 0.763

---

2.
11
Properties=species:S:1:pos:R:3:forces:R:3 method="wB97M-V/def2-TZVPD" homo_energy_ev="-9.96 / -9.96" total_charge=0 fmax_ev_per_a=1.1 relative_energy_kj_mol=366.6 molar_mass_g_mol=87.078
O 1.0193 -1.2326 -0.8605 -0.080 -0.499 -0.230
C 0.5887 -0.5012 0.2398 0.106 -0.108 -0.006
C 0.8455 0.9271 0.0047 -0.616 0.248 0.224
N -1.1811 0.7786 0.8602 0.570 -0.088 -0.301
C -0.9251 -0.3492 0.1875 0.071 -0.337 -0.296
O -1.5904 -1.0587 -0.5566 -0.074 0.300 0.535
H 0.1599 -1.4630 -1.2762 0.292 -0.358 -0.173
H 0.9518 -0.8642 1.2074 0.046 -0.033 -0.281
H 1.6968 1.4424 0.4667 -0.963 0.306 0.523
H 0.6072 1.2676 -0.9975 -0.163 -0.004 0.112
H -2.1726 1.0533 0.7245 0.811 0.571 -0.106

---

3.
134
Properties=species:S:1:pos:R:3:forces:R:3 method="wB97M-V/def2-TZVPD" homo_energy_ev=-10.56 total_charge=+1 fmax_ev_per_a=4.6 relative_energy_kj_mol=107.2 molar_mass_g_mol=1018.235
Sr -8.3911 -16.8586 -17.5994 0.774 1.075 -0.567
Cl -6.8238 -14.6462 -18.4520 -0.170 -0.435 0.321
C -1.0912 -15.0609 -20.3483 -0.977 0.242 -0.163
C -2.5558 -15.1635 -20.9682 1.854 -0.418 0.576
C -3.5143 -15.6714 -19.8843 -0.321 0.758 -0.236
C -3.3195 -17.0702 -19.4911 -0.088 1.168 -0.799
N -3.1325 -18.1614 -19.2162 0.064 -1.024 0.452
H -0.3064 -14.8895 -21.0850 -0.099 -0.251 -0.007
H -0.8378 -15.8739 -19.6679 -0.039 -0.668 -0.607
H -1.0331 -14.2408 -19.6327 -0.361 0.546 -0.297
H -2.6489 -15.8123 -21.8391 0.528 -0.490 0.119
H -2.8184 -14.2066 -21.4192 -0.340 0.291 0.732
H -4.5302 -15.5002 -20.2402 -0.257 -0.325 0.340
H -3.4061 -15.0869 -18.9707 -0.047 0.199 0.020
C -4.2924 -19.2604 -14.8336 -0.570 -0.705 -0.420
C -3.5966 -19.8222 -16.1236 -0.275 1.588 1.332
C -4.5183 -20.3670 -17.2139 -0.626 0.383 0.305
C -5.6141 -19.3843 -17.5928 0.016 0.724 -0.299
N -6.4512 -18.6026 -17.8102 1.453 -1.709 0.624
H -4.9307 -19.9636 -14.2986 0.464 -0.796 0.074
H -5.0740 -18.5299 -15.0423 0.490 0.667 -0.476
H -3.5773 -18.8569 -14.1167 0.000 0.070 -0.216
H -2.8011 -20.5206 -15.8636 -0.385 -0.415 -0.057
H -3.0458 -18.9695 -16.5208 -0.051 0.014 -0.352
H -5.0582 -21.2501 -16.8721 0.009 -0.120 0.067
H -3.8627 -20.6692 -18.0305 -0.572 0.345 -0.478
C -7.2604 -14.6071 -11.2668 -0.569 -1.254 -0.493
C -8.2897 -15.7845 -11.4539 0.530 0.932 -0.255
C -7.7626 -17.0448 -12.1792 -0.023 0.616 -0.576
C -7.5371 -16.9127 -13.6352 -0.311 0.329 1.723
N -7.4141 -16.8190 -14.7624 -0.099 -0.059 -1.748
H -6.8464 -14.2462 -12.2083 -0.025 -0.271 -0.200
H -6.4350 -15.0042 -10.6758 0.033 0.447 0.250
H -7.7452 -13.7328 -10.8324 0.096 -0.255 0.392
H -9.1789 -15.4092 -11.9604 -0.018 -0.058 -0.139
H -8.6271 -16.1409 -10.4806 0.089 0.108 0.091
H -8.5413 -17.8043 -12.1102 0.301 -0.329 0.282
H -6.8069 -17.3609 -11.7610 -0.167 -0.302 0.213
C -6.3576 -11.1184 -16.3929 0.211 -0.459 -0.390
C -5.0232 -10.5604 -15.8406 -1.074 -0.180 -1.223
C -5.2025 -9.1902 -15.1918 1.329 -0.570 1.562
C -6.0583 -8.2348 -15.7830 -2.598 2.515 -2.816
N -6.7483 -7.4556 -16.3190 1.471 -1.730 1.320
H -6.7306 -10.6656 -17.3115 0.243 0.913 0.214
H -7.1848 -11.0962 -15.6834 0.104 -0.056 0.155
H -6.2362 -12.1245 -16.7944 0.154 -0.474 0.578
H -4.3424 -10.5001 -16.6897 0.090 0.243 -0.008
H -4.5583 -11.2738 -15.1602 -0.178 0.221 0.270
H -4.2407 -8.6899 -15.0796 0.219 -0.078 0.061
H -5.5849 -9.2736 -14.1745 0.067 -0.374 0.249
C -11.2505 -19.3009 -22.5303 0.630 -0.644 0.763
C -11.3795 -19.9724 -21.1216 0.394 1.576 -1.231
C -10.0236 -20.0461 -20.3486 -0.456 -0.306 0.260
C -9.1720 -18.8493 -20.2363 0.639 2.026 -0.847
N -8.5144 -17.8807 -20.2034 -1.379 -2.158 0.471
H -10.7844 -18.3159 -22.5544 -0.367 0.242 0.475
H -12.2569 -19.2702 -22.9476 0.307 0.020 -0.379
H -10.5448 -19.8934 -23.1127 -0.408 -0.269 -0.431
H -11.8007 -20.9566 -21.3271 0.393 -0.193 0.497
H -12.1600 -19.3994 -20.6210 0.292 -0.092 0.607
H -9.4003 -20.8335 -20.7723 0.051 -0.006 -0.077
H -10.1912 -20.3208 -19.3071 -0.172 -0.324 0.063
C -11.5473 -11.8771 -19.0754 0.114 0.509 -0.888
C -11.8397 -12.6082 -20.4235 -0.374 -1.009 0.779
C -10.6995 -13.5822 -20.7662 0.574 0.030 0.477
C -10.4506 -14.6730 -19.8061 -0.471 0.360 -0.550
N -10.2273 -15.5227 -19.0707 0.074 -0.326 0.326
H -12.4347 -11.5818 -18.5156 -0.151 -0.305 -0.180
H -10.9814 -10.9531 -19.1942 0.148 -0.073 -0.265
H -10.9308 -12.5231 -18.4503 -0.116 -0.097 0.120
H -12.0322 -12.0930 -21.3646 0.246 0.919 0.475
H -12.7662 -13.1638 -20.2784 -0.024 -0.294 0.003
H -9.7749 -13.0072 -20.7149 0.184 0.076 -0.166
H -10.7363 -13.9942 -21.7747 -0.222 -0.138 0.091
F -9.6090 -15.1417 -16.2212 -0.042 -0.056 0.360
C -9.6534 -14.3517 -15.0979 -0.338 0.715 1.202
C -10.7973 -14.4124 -14.2846 0.698 -0.385 -1.304
C -10.9214 -13.5456 -13.2202 0.356 0.306 0.238
C -9.9054 -12.6302 -12.9685 0.926 0.335 0.003
C -8.7335 -12.6409 -13.7246 -0.025 -0.893 -0.258
C -8.5821 -13.5194 -14.7915 -0.753 -0.483 -0.491
H -11.5729 -15.1191 -14.5404 -0.113 -0.034 0.027
H -11.7840 -13.6207 -12.5747 -0.099 0.175 -0.038
H -9.9150 -11.8914 -12.1808 -0.499 -0.170 0.270
H -7.8393 -12.0854 -13.4834 -0.279 0.528 0.249
H -7.6819 -13.5308 -15.3880 -0.007 -0.028 -0.148
F -3.9572 -11.1493 -22.4523 0.273 -0.084 1.186
C -3.5032 -11.3087 -21.1635 -0.402 -0.613 0.704
C -4.3010 -11.9858 -20.2006 0.003 0.468 -2.600
C -3.8110 -12.2098 -18.9547 0.540 -0.177 0.563
C -2.5357 -11.7815 -18.6431 0.620 0.317 0.532
C -1.7370 -11.1175 -19.5710 -0.353 -0.359 0.973
C -2.2269 -10.8691 -20.8262 -0.641 0.173 -1.250
H -5.2496 -12.4181 -20.4829 -0.173 0.171 -0.173
H -4.3978 -12.7829 -18.2521 -0.111 0.024 0.159
H -2.1682 -11.9379 -17.6396 0.170 -0.117 0.093
H -0.7421 -10.7969 -19.2997 0.035 0.049 0.002
H -1.6298 -10.3364 -21.5514 -0.013 -0.026 -0.163
F -9.4925 -15.9686 -22.8334 0.171 0.111 -0.263
C -8.4182 -15.2398 -23.2109 1.713 0.265 -0.297
C -8.5014 -14.2009 -24.1252 -0.596 0.923 -0.022
C -7.4183 -13.3634 -24.3205 2.020 -0.303 1.120
C -6.1916 -13.6040 -23.6443 -0.242 -0.288 -0.995
C -6.0313 -14.7452 -22.8689 -0.970 1.009 -1.053
C -7.1512 -15.5387 -22.6946 -0.541 -0.689 1.507
H -9.3766 -13.8421 -24.6463 -0.569 -0.681 0.182
H -7.4867 -12.4826 -24.9417 -0.169 -0.092 -0.174
H -5.3048 -13.0091 -23.8061 -0.212 0.477 -0.094
H -5.0617 -14.9495 -22.4393 -0.143 -0.269 0.191
H -7.0319 -16.3123 -21.9505 -0.423 -0.464 -0.101
F -9.4866 -7.9807 -20.2152 -0.401 0.496 0.350
C -9.0627 -9.1861 -20.5631 0.549 -1.163 -0.526
C -9.2798 -9.6318 -21.8584 0.063 0.210 0.122
C -8.7071 -10.8373 -22.2124 0.110 -0.841 -0.071
C -7.9537 -11.5890 -21.3210 0.149 -0.281 0.090
C -7.7699 -11.1651 -20.0227 -0.554 0.693 0.197
C -8.3715 -9.9703 -19.6497 0.112 0.820 0.350
H -9.8488 -9.0278 -22.5496 -0.010 0.015 -0.068
H -8.8342 -11.3165 -23.1718 -0.228 0.477 -0.331
H -7.5449 -12.5389 -21.6322 0.104 -0.064 -0.146
H -7.2026 -11.7177 -19.2884 0.003 -0.227 -0.073
H -8.2693 -9.5546 -18.6581 0.128 -0.042 0.203
F -4.5754 -12.9724 -13.2676 0.159 -0.402 0.047
C -3.8879 -13.8544 -14.0309 1.348 -0.793 -1.698
C -2.4624 -13.9555 -13.9136 -2.493 0.937 0.803
C -1.7698 -14.6951 -14.8252 -0.062 -0.463 -0.395
C -2.4444 -15.3908 -15.8209 -0.857 -0.356 -0.734
C -3.8505 -15.3530 -15.9606 1.168 0.956 1.081
C -4.5656 -14.5346 -15.0736 0.662 0.635 0.876
H -1.9513 -13.4034 -13.1387 -0.048 0.082 0.083
H -0.6926 -14.7010 -14.7476 0.074 -0.192 -0.173
H -1.8779 -15.9325 -16.5638 0.115 -0.190 -0.003
H -4.3647 -15.8546 -16.7671 -0.005 -0.043 -0.063
H -5.6138 -14.3230 -15.2250 -0.154 -0.209 0.051